Entry 1:
{
  "formula": "C6H5F3N3O",
  "method": "ωB97M-V/def2-TZVPD",
  "elements": ["C", "C", "C", "C", "C", "C", "N", "N", "N", "O", "F", "F", "F", "H", "H", "H", "H", "H"],
  "xyz": [[-1.77092, -1.56549, -0.57400], [-1.40813, -0.25203, -0.85083], [-0.83945, -2.40337, 0.04085], [0.67362, -0.76779, -0.03111], [0.58349, 1.56224, -0.41699], [0.15250, 2.16453, 0.88634], [-0.17062, 0.14558, -0.54903], [0.39297, -1.98485, 0.29131], [1.86633, -0.09158, 0.22159], [1.13232, 2.00527, -1.34422], [-0.28840, 1.21325, 1.75255], [2.62594, -0.67311, 1.18112], [2.67887, -0.04635, -0.88793], [-2.76342, -1.92230, -0.80247], [-2.08608, 0.46384, -1.29202], [-1.05579, -3.42027, 0.34178], [0.96797, 2.72848, 1.35443], [-0.69118, 2.84394, 0.67864]],
  "atomic_forces_ev_per_a": [[0.1, 0.1, 0.0], [-0.3, -0.3, -0.1], [-0.5, 0.3, -0.3], [-1.2, -0.6, -0.4], [-1.1, 0.8, -0.7], [0.0, 1.0, 0.4], [0.8, -0.9, 0.3], [0.9, 0.0, 0.1], [2.3, 0.7, 0.9], [-0.1, 0.2, 0.0], [-0.1, -0.5, 0.3], [-0.5, -0.2, -0.3], [-0.3, -0.5, 0.1], [-0.1, 0.1, 0.0], [0.0, 0.1, 0.0], [-0.2, 0.0, -0.1], [-0.1, -0.1, -0.3], [0.3, -0.1, -0.1]],
  "total_energy_ev": -20960.8322,
  "e_homo_ha": -0.5696,
  "smiles": "O=C(CF)n1cccnc1=[N+](F)F",
  "charge": 1
}

---

Entry 2:
{
  "formula": "C6H5F5N2",
  "method": "ωB97M-V/def2-TZVPD",
  "elements": ["C", "C", "C", "C", "C", "C", "N", "N", "F", "F", "F", "F", "F", "H", "H", "H", "H", "H"],
  "xyz": [[0.47447, 1.76319, -0.86731], [1.61089, 1.51230, -0.20361], [-0.82931, 1.11039, -0.74911], [-1.07260, -0.07138, -0.28449], [1.17555, -0.87601, 0.14436], [-2.40016, -0.62752, -0.00754], [1.71078, 0.30640, 0.44971], [1.21737, -1.86268, 1.08359], [-1.83668, 2.02175, -1.02380], [1.17473, -1.20843, -1.15729], [-2.28124, -1.97443, 0.31568], [-2.85175, -0.15256, 1.13051], [-3.35439, -0.63687, -0.94200], [0.44820, 2.59889, -1.64402], [2.62552, 2.09894, -0.35858], [2.09829, 0.40247, 1.32762], [1.17939, -2.85894, 0.85585], [0.91091, -1.54550, 1.93041]],
  "atomic_forces_ev_per_a": [[0.1, 2.1, -1.7], [0.8, 1.4, -2.7], [0.2, 1.2, 0.3], [1.3, -1.7, 0.1], [-2.1, -0.1, -1.4], [1.1, -2.0, 0.4], [0.2, -0.8, 0.0], [1.1, -0.4, -3.2], [0.2, 0.0, -0.4], [0.7, -0.3, 1.3], [0.3, -0.4, -0.5], [-1.3, 1.5, 1.2], [0.0, 0.8, -0.2], [0.2, -0.9, 1.5], [-2.4, -1.2, 0.4], [1.0, -0.4, 2.2], [-0.3, 0.9, -0.1], [-0.9, 0.4, 2.7]],
  "total_energy_ev": -22867.0717,
  "e_homo_ha": -0.3033,
  "charge": 0
}

---

Entry 3:
{
  "formula": "C6H5F6N2O11PtS2",
  "method": "ωB97M-V/def2-TZVPD",
  "elements": ["Pt", "C", "F", "F", "F", "S", "O", "O", "N", "S", "O", "O", "C", "F", "F", "F", "C", "O", "O", "O", "C", "O", "O", "O", "O", "C", "N", "C", "H", "H", "H", "H", "H"],
  "xyz": [[1.05854, 0.25106, 1.44389], [-1.57662, 3.87024, -3.25880], [-2.15266, 4.84798, -2.48454], [-2.06544, 3.97343, -4.46988], [-0.27161, 4.12972, -3.22307], [-1.85132, 2.03193, -2.60842], [-2.96968, 1.45412, -3.33102], [-0.63165, 1.41416, -3.06994], [-1.90734, 2.20511, -0.84153], [-3.40124, 2.32212, -0.70334], [-4.15561, 3.33272, -1.49487], [-3.99493, 1.02379, -0.70315], [-3.53564, 2.96435, 1.17146], [-4.82125, 3.48230, 1.31221], [-3.35917, 1.94123, 1.97807], [-2.64844, 3.94271, 1.42389], [5.20265, 1.13644, 0.84269], [6.10839, 1.42187, 1.62092], [4.69879, 0.04250, 0.60614], [4.32081, 1.96478, 0.78478], [2.00351, -0.14115, 5.60672], [1.84279, -1.12857, 4.91089], [3.08194, 0.10329, 6.12766], [1.50256, 0.83350, 5.05585], [0.05677, -3.73870, -0.22746], [0.73678, -4.77558, -0.47464], [1.48502, -5.33555, 0.46189], [0.82951, -5.54097, -1.78043], [2.27198, -5.91880, 0.21570], [1.50126, -4.96987, 1.40324], [1.61682, -5.14159, -2.41976], [-0.11591, -5.43578, -2.31260], [1.14049, -6.56268, -1.56257]],
  "atomic_forces_ev_per_a": [[0.1, 0.0, 0.1], [-0.6, 0.0, 2.8], [0.4, -0.9, -0.8], [0.0, 0.1, -0.8], [-0.1, -0.2, -0.6], [1.8, -0.6, -0.7], [-0.2, 1.2, 1.1], [0.3, 0.7, 1.2], [3.2, 0.4, -4.7], [-5.6, 1.8, 1.8], [1.4, -1.0, 1.4], [-1.2, -0.8, 0.6], [-0.4, 0.2, -2.6], [1.5, -0.6, 0.3], [-0.2, 0.4, 0.5], [-0.7, -0.5, 0.2], [0.0, -1.3, 4.6], [4.3, 0.0, 0.0], [0.4, -4.3, -2.4], [-4.4, 5.6, -2.4], [4.3, 0.8, -3.7], [-2.3, -5.6, -0.4], [2.5, -0.1, 4.9], [-4.6, 4.7, -0.5], [1.4, -3.3, -1.3], [-2.1, 3.6, 0.0], [1.5, -1.2, 1.9], [0.0, 0.6, -0.2], [-0.3, 0.0, 0.0], [0.0, 0.5, -0.3], [0.0, 0.4, 0.0], [0.1, -0.3, 0.0], [-0.5, -0.2, -0.2]],
  "total_energy_ev": -73016.3219,
  "e_homo_ha": [0.0394, 0.0395],
  "s2": 2.02,
  "multiplicity": 3,
  "charge": -3
}

---

Entry 4:
{
  "formula": "C6H5FN2S",
  "method": "ωB97M-V/def2-TZVPD",
  "elements": ["C", "C", "C", "C", "C", "C", "N", "N", "F", "S", "H", "H", "H", "H", "H"],
  "xyz": [[-1.20433, -0.92290, 0.93002], [1.66548, 0.45556, 0.25919], [1.77470, -1.01320, -0.11644], [0.62941, 1.26694, 0.06016], [-0.70209, 1.16626, -0.30675], [-1.51277, 0.17294, 0.01835], [-1.11017, -1.76552, 1.74620], [1.44623, -1.60518, -1.17127], [0.87159, 2.53247, 0.38214], [-3.24770, 0.10592, -0.58769], [2.62625, 0.89758, 0.83410], [2.45590, -1.58488, 0.54758], [-1.02272, 1.92550, -1.02520], [1.17152, -1.18114, -2.01592], [-3.84130, -0.45034, 0.44552]],
  "atomic_forces_ev_per_a": [[0.1, -1.3, 1.9], [2.0, -0.9, 0.7], [1.0, 1.4, 0.2], [3.1, -0.3, 1.3], [-2.0, -0.7, -2.1], [-2.0, -1.3, 0.7], [-0.1, 2.2, -2.3], [1.1, -1.8, 0.6], [0.3, 1.9, 0.4], [1.4, 0.6, -0.8], [-2.4, -0.9, -1.6], [-1.0, 0.1, 0.2], [-0.3, 0.0, 0.5], [-1.1, 1.4, -0.6], [0.1, -0.3, 0.7]],
  "total_energy_ev": -22832.7187,
  "e_homo_ha": -0.3465,
  "smiles": "[H]\\N=C/C=C(F)\\C=C(\\S)C#N",
  "charge": 0
}

---

Entry 5:
{
  "formula": "C6H5FNO2",
  "method": "ωB97M-V/def2-TZVPD",
  "elements": ["C", "C", "C", "C", "C", "C", "N", "O", "O", "F", "H", "H", "H", "H", "H"],
  "xyz": [[-0.28373, 1.64470, -0.02322], [-0.65316, -0.48524, -0.83325], [0.01407, -1.09001, 0.30837], [-0.95411, -1.16266, -2.34579], [0.84925, 1.05781, 0.97388], [0.40255, -0.33764, 1.54138], [-0.92681, 0.84379, -0.77062], [-0.09276, -0.71008, -3.13555], [-1.99674, -1.78552, -2.40656], [0.33237, -2.46671, 0.28712], [-0.43268, 2.67299, -0.05532], [1.74401, 1.11712, 0.39954], [1.00006, 1.75399, 1.81493], [-0.22684, -0.16378, 2.28930], [1.22453, -0.88876, 1.95579]],
  "atomic_forces_ev_per_a": [[1.7, -3.6, 1.5], [2.8, -4.4, 2.7], [-2.8, 0.5, -3.9], [1.4, 2.5, 1.6], [-2.1, 1.0, 0.3], [3.6, 0.5, -4.7], [-0.6, 2.3, 0.0], [-0.8, -1.0, 0.2], [-0.4, -0.8, -0.6], [-0.4, 1.7, 0.2], [-0.5, 1.8, -0.1], [1.0, -0.7, -0.5], [-0.2, 0.0, -0.2], [-3.4, 0.3, 2.9], [0.8, -0.1, 0.3]],
  "total_energy_ev": -14604.8275,
  "e_homo_ha": -0.1488,
  "smiles": "O=C([O-])C1=C(F)CCC=N1",
  "charge": -1
}

---

Entry 6:
{
  "formula": "C6H5GaN2O5S",
  "method": "ωB97M-V/def2-TZVPD",
  "elements": ["O", "C", "Ga", "C", "O", "C", "O", "C", "O", "C", "O", "H", "N", "C", "N", "S", "H", "H", "H", "H"],
  "xyz": [[-0.73028, 4.58400, -0.17446], [-0.34239, 4.32833, -1.17258], [-0.31814, -0.56785, -0.00792], [-0.16726, -2.46643, 0.46734], [-0.02918, -3.49840, 1.01273], [1.89852, -0.14537, -1.99683], [1.30500, 0.61556, -2.64123], [2.22035, -1.23005, -1.21487], [3.22198, -1.86416, -1.06696], [-2.76421, -0.51549, 0.89804], [-3.66951, -0.20130, 1.52452], [-0.29523, 1.02976, 0.56952], [-0.22424, -1.18900, 3.36460], [0.12771, 0.12451, 3.13425], [-0.19626, 0.99722, 4.10625], [1.06575, 0.79624, 1.85763], [-0.42772, -1.45392, 4.30991], [0.09652, -1.90096, 2.74703], [0.10518, 1.95381, 3.99752], [-0.79118, 0.80870, 4.86491]],
  "atomic_forces_ev_per_a": [[-1.2, 0.8, 2.9], [1.2, -0.8, -2.9], [0.3, 2.7, -1.3], [0.9, -8.0, 4.1], [-0.7, 5.8, -3.6], [-0.9, 3.5, -3.9], [1.1, -1.8, 2.0], [0.5, -1.7, 1.8], [-1.2, 0.4, 0.1], [-3.0, 0.6, 2.2], [2.8, -0.9, -2.0], [0.1, -0.6, -0.4], [0.5, 2.4, -1.0], [-0.6, -0.1, 2.9], [0.9, -0.3, -2.2], [-0.1, -1.1, -0.3], [-0.2, -0.3, 0.3], [0.4, -0.3, 0.1], [0.0, 0.1, 0.1], [-0.8, -0.5, 1.1]],
  "total_energy_ev": -82707.6906,
  "e_homo_ha": [-0.5969, -0.5969],
  "charge": 2
}